Record 1
This record from the OMol25 dataset describes a molecular structure, C4H2O. The level of theory is ωB97M-V with the def2-TZVPD basis set.

HOMO: -0.34705 Ha
max |F|: 0.066 Eh/bohr

```
7
Properties=species:S:1:pos:R:3:forces:R:3:lowdin_charge:R:1
C -0.9430 0.5735 0.2881 2.2127 0.8863 0.6452 -0.0654
C -0.2451 -0.7178 0.0125 -1.1608 0.3758 -3.1693 -0.0063
C 0.1784 1.1574 -0.2678 -2.1699 -1.4761 0.6379 0.1434
C 1.0582 -0.1673 -0.0834 0.3817 -0.1662 1.7789 -0.4687
O 2.1708 -0.4797 0.1023 1.0283 0.5199 -0.4807 0.1559
H -1.7760 0.8618 0.9401 0.2756 -0.1087 -0.9296 0.1086
H -0.4433 -1.2279 -0.9918 -0.5676 -0.0311 1.5178 0.1327
```
Forces are in eV/Å.

Record 2
This record from the OMol25 dataset describes a molecular structure, C4H2O. The level of theory is ωB97M-V with the def2-TZVPD basis set.

HOMO: -0.34787 Ha
max |F|: 0.128 Eh/bohr

```
7
Properties=species:S:1:pos:R:3:forces:R:3:lowdin_charge:R:1
C 0.1358 0.6099 -0.7935 0.1843 1.3140 -3.5491 -0.0403
C -0.5042 -0.4345 -0.2376 -1.8815 -4.5086 -1.6050 0.0119
C 0.9376 0.4028 0.2080 4.2733 1.4230 2.3908 0.1040
C -0.1533 0.0341 1.0319 -1.5739 -0.6955 6.3369 -0.4613
O -0.5087 0.0892 2.1827 0.1771 0.0434 -1.2136 0.1293
H 0.4237 0.7771 -1.7511 -0.0894 1.4403 -2.9011 0.0976
H -0.3309 -1.4785 -0.6403 -1.0899 0.9834 0.5411 0.1589
```
Forces are in eV/Å.

Record 3
This record from the OMol25 dataset describes a single C4H2O2 molecule. The level of theory is ωB97M-V with the def2-TZVPD basis set.

HOMO: -0.37009 Ha
max |F|: 0.012 Eh/bohr

```
8
Properties=species:S:1:pos:R:3:forces:R:3:lowdin_charge:R:1
O 2.1261 -0.5482 -2.1220 -0.2561 0.4091 0.2435 0.0665
C 1.4644 0.2958 -1.5663 0.2108 -0.2346 -0.2122 -0.2724
C 0.6378 0.0201 -0.4039 -0.3894 -0.2168 0.4576 0.0754
C -0.1169 -0.2082 0.5020 0.3407 0.1233 -0.4547 -0.0947
C -2.1002 0.0658 1.5489 0.1397 -0.2195 0.1676 0.1499
O -0.9065 -0.5409 1.5098 -0.1124 0.1431 -0.1179 -0.0703
H 1.4279 1.3423 -1.9166 0.0555 -0.1146 -0.0026 0.1215
H -2.5326 -0.4268 2.4481 0.0113 0.1098 -0.0814 0.0240
```
Forces are in eV/Å.

Energy above the lowest of the compared OMol25 structures with the same formula, charge and spin across the listed records, respectively: 58.17; 70.18; 86.05 kcal/mol.
Orbital gap across the listed records, respectively: 8.8791; 8.9777; 9.2745 eV.